(1)
Computed, not measured: a structure of composition C41H45As2Br2InN6O12S in a non-equilibrium geometry, with ωB97M-V with the def2-TZVPD basis set.

Total charge: 0
Gap between HOMO and LUMO (eV): 6.94
DFT total energy (a.u.): -13028.65458
HOMO (eV): -7.80

Each line ends with the Löwdin charge.
Geometry (Å):
In: -0.38538 -1.78475 -0.10140  0.664
C: -4.18556 0.43211 -1.63087  0.029
C: -3.26933 -0.71222 -1.27725  -0.306
O: -2.11357 -0.48405 -0.94009  -0.019
C: -2.80892 -3.21697 -1.05595  -0.239
C: -1.79593 -3.32073 -2.19344  -0.255
C: -2.14829 -4.02681 -3.45876  -0.002
N: -0.71024 -2.68854 -2.03422  -0.022
N: 0.28122 -2.57430 -2.98709  0.127
C: 1.14784 -1.65845 -2.59265  -0.408
O: 1.05636 -0.91606 -1.52689  -0.122
C: 2.33409 -1.45324 -3.47284  -0.134
C: 2.79574 -2.47943 -4.29320  -0.021
C: 3.89763 -2.27175 -5.10980  -0.075
C: 4.53489 -1.03654 -5.12485  -0.085
C: 4.07774 -0.01139 -4.30759  -0.067
C: 2.98762 -0.22400 -3.47347  -0.041
H: -3.77653 1.36767 -1.26702  0.062
H: -5.18837 0.26636 -1.23670  0.095
H: -4.25911 0.48634 -2.72406  0.107
H: -3.34011 -4.16594 -0.97898  0.141
H: -3.09953 -4.54972 -3.36840  0.087
H: -1.36330 -4.74426 -3.70557  0.094
H: -2.19656 -3.32033 -4.29081  0.094
H: 2.28510 -3.43482 -4.27240  0.111
H: 4.26168 -3.07667 -5.73772  0.104
H: 5.38908 -0.87616 -5.77236  0.103
H: 4.56837 0.95577 -4.31833  0.105
H: 2.63618 0.56053 -2.81261  0.069
C: -2.53694 5.16579 -1.31293  -0.032
O: -3.38334 4.98700 -0.15157  -0.014
C: -2.83774 4.67008 1.03324  -0.541
O: -3.51319 4.67981 2.02750  0.130
C: -1.39800 4.22357 1.04158  -0.261
C: -0.43209 5.07683 1.36830  -0.280
As: 1.53128 4.72898 1.63691  1.348
C: 2.24415 6.03389 0.37855  -0.292
C: 1.28244 3.08799 0.60474  -0.318
C: 0.46147 2.28351 1.31488  -0.406
As: -1.30235 2.27783 0.47161  1.368
C: -2.49394 1.50691 1.81146  -0.293
C: 0.60714 2.18758 2.81869  -0.648
O: -0.25373 2.39995 3.63366  0.091
O: 1.83462 1.75699 3.15291  -0.122
C: 2.05286 1.62838 4.56610  -0.023
C: 1.12884 3.10360 -0.89312  -0.567
O: 0.92900 4.06783 -1.58545  0.097
O: 1.24977 1.85841 -1.38801  -0.088
C: 0.95772 1.73017 -2.79069  -0.040
C: -0.76777 6.53129 1.57706  -0.545
O: -0.78967 7.31154 0.66251  0.126
O: -0.97759 6.95177 2.82946  -0.007
C: -1.02253 5.99739 3.91876  -0.030
H: -3.15236 5.67857 -2.04422  0.097
H: -2.21944 4.20868 -1.71311  0.067
H: -1.66624 5.77137 -1.08222  0.080
H: 2.09248 7.01885 0.81856  0.029
H: 1.74508 5.98335 -0.58239  0.019
H: 3.31333 5.86146 0.26711  0.026
H: -2.47763 2.06487 2.74029  0.035
H: -2.18057 0.47652 1.98758  -0.065
H: -3.50341 1.49460 1.40338  0.037
H: 3.09886 1.36492 4.68262  0.089
H: 1.41192 0.84974 4.97869  0.099
H: 1.83717 2.56428 5.07382  0.102
H: 0.87669 0.66523 -2.97500  0.065
H: 1.75491 2.16902 -3.38613  0.107
H: 0.02387 2.23126 -3.02972  0.106
H: -1.42186 6.54437 4.76518  0.097
H: -0.02456 5.63838 4.15694  0.073
H: -1.67356 5.16076 3.68889  0.079
Br: -2.58148 -6.88088 0.76662  0.755
C: -0.71992 -6.64723 0.53068  -0.660
C: 0.05507 -7.68138 0.03219  -0.187
N: 1.36524 -7.54377 -0.18516  0.075
C: 1.93010 -6.36816 0.09342  -0.073
C: 1.22526 -5.28465 0.60284  -0.108
C: -0.13197 -5.43596 0.83648  -0.061
C: 1.93594 -3.99188 0.90379  -0.555
O: 3.06941 -4.03606 1.37600  0.050
O: 1.32569 -2.88672 0.59778  -0.116
H: -0.38585 -8.64684 -0.19175  0.101
H: 2.99362 -6.27858 -0.10386  0.123
H: -0.71613 -4.62719 1.24561  0.092
S: -0.17157 -0.45075 2.00150  0.866
C: 1.57407 -0.44165 1.98423  -0.688
N: 2.25551 0.04976 0.95811  0.068
C: 3.69396 -0.19022 0.80741  -0.112
C: 4.35230 -0.10478 2.17449  -0.141
C: 3.66678 -1.08826 3.10660  -0.130
N: 2.21370 -0.86146 3.06502  0.049
H: 1.73746 0.24956 0.11592  0.082
H: 4.09009 0.55997 0.12764  0.129
H: 3.84537 -1.18057 0.37372  0.134
H: 4.26897 0.91292 2.56442  0.110
H: 5.40771 -0.35915 2.09227  0.124
H: 4.00060 -0.96579 4.13487  0.122
H: 3.86938 -2.10513 2.78176  0.110
H: 1.64496 -1.27289 3.78326  0.138
Br: -7.07937 -2.79139 1.15298  0.726
C: -5.30411 -2.53804 0.48430  -0.685
C: -4.27952 -2.54691 1.49795  -0.143
C: -2.92937 -2.64885 1.30443  -0.200
N: -2.18700 -2.89747 0.20329  -0.084
C: -3.85414 -2.12326 -1.48468  -0.163
C: -5.19106 -2.34380 -0.83316  -0.162
H: -4.61140 -2.45553 2.52332  0.078
H: -2.32298 -2.50847 2.19932  0.096
H: -4.00891 -2.18855 -2.56725  0.154
H: -6.06428 -2.43494 -1.46747  0.097

---

(2)
Computed, not measured: a cluster of 2 separate species, C3H7NO4 in total in a non-equilibrium geometry, with ωB97M-V with the def2-TZVPD basis set.

Total charge: 0
Gap between HOMO and LUMO (eV): 10.66
DFT total energy (a.u.): -474.26581
SMILES string: CC(=O)O.NC(=O)O
HOMO (eV): -10.35

Each line ends with the natural charge from an NBO analysis.
Geometry (Å):
C: 1.35682 -0.37029 -2.18219  -0.734
C: 0.93575 -1.24175 -0.97904  0.797
O: -0.19369 -1.66049 -0.85101  -0.612
O: 1.85977 -1.32578 -0.00510  -0.674
H: 2.32201 0.18613 -2.10521  0.236
H: 0.59533 0.43946 -2.34961  0.239
H: 1.38192 -1.10493 -3.01381  0.248
H: 1.50787 -1.98430 0.64467  0.500
N: -0.55597 1.22543 1.39520  -0.870
C: -1.74672 0.99247 2.04800  0.880
O: -1.90733 1.20662 3.24541  -0.609
O: -2.73819 0.58572 1.20004  -0.702
H: 0.17877 1.53489 2.01877  0.409
H: -0.60525 1.51433 0.43931  0.394
H: -2.39110 0.00250 0.49459  0.498